[1]
The following is a DFT calculation (the ωB97M-V functional and the def2-TZVPD basis) of C3H4N2S as an isolated structure in a non-equilibrium geometry.

Geometry as XYZ:
```
10
Properties=species:S:1:pos:R:3:forces:R:3:lowdin_charge:R:1
C 0.012 0.980 0.065 0.20 -1.38 0.26 -0.100
C 0.376 1.042 -1.274 -0.37 2.59 -2.65 -0.330
C -0.122 -0.334 0.426 -0.50 -0.37 -0.68 -0.616
N 0.442 -0.046 -1.929 0.06 -2.44 -1.85 -0.349
N -0.415 -0.956 1.656 3.43 0.55 1.14 0.014
S 0.060 -1.334 -0.990 0.56 0.86 0.65 0.995
H -0.143 1.849 0.614 -0.18 1.04 1.37 0.088
H 0.419 1.895 -2.037 0.26 -0.48 2.04 0.138
H 0.490 -1.477 1.933 -2.11 1.00 -0.22 0.125
H -1.119 -1.619 1.536 -1.35 -1.36 -0.07 0.035
```
Positions in Å, forces in eV/Å.

## Properties
Maximum force (eV/A): 3.7
Multiplicity: 1
LUMO (eV): 0.62
Energy above the lowest of the compared OMol25 structures with the same formula, charge and spin (kcal/mol): 28.9

=====

[2]
The following is a DFT calculation (the ωB97M-V functional and the def2-TZVPD basis) of a 2-piece molecular cluster, C3H4N2S overall in a non-equilibrium geometry.

Geometry as XYZ:
```
10
Properties=species:S:1:pos:R:3:forces:R:3:lowdin_charge:R:1
C 1.192 0.742 -0.703 0.17 -2.71 -0.96 -0.446
C -1.216 -0.249 0.109 -1.39 -0.49 -0.42 -0.787
C -0.839 -1.073 1.064 -2.32 -0.33 0.62 -0.096
N 1.531 1.790 -0.269 0.20 4.51 -0.10 0.163
N 0.936 -0.378 -1.148 0.57 2.37 -0.55 0.114
S -2.155 0.374 -1.019 1.05 -0.15 1.02 0.704
H -1.826 -1.590 1.304 1.20 0.32 -0.10 0.095
H 1.471 2.837 -0.518 0.00 -3.01 0.66 0.139
H -0.123 -1.217 1.865 0.45 0.50 -0.76 0.063
H 1.028 -1.235 -0.684 0.07 -1.02 0.60 0.052
```
Positions in Å, forces in eV/Å.

## Properties
Maximum force (eV/A): 4.5
Multiplicity: 1
LUMO (eV): -0.14
Structure (SMILES): C=C=S.N=C=N
Energy above the lowest of the compared OMol25 structures with the same formula, charge and spin (kcal/mol): 87.0

=====

[3]
The following is a DFT calculation (the ωB97M-V functional and the def2-TZVPD basis) of a 2-piece molecular cluster, C3H4N2S overall in a non-equilibrium geometry.

Geometry as XYZ:
```
10
Properties=species:S:1:pos:R:3:forces:R:3:lowdin_charge:R:1
C 0.542 0.731 0.104 0.37 0.00 0.59 -0.280
C 2.301 -1.184 -0.029 -1.46 2.33 -0.13 0.036
C 1.393 -0.242 0.168 -0.79 0.28 -0.34 -0.103
N -0.133 1.748 -0.010 -1.09 0.56 -0.09 0.117
N -2.981 0.196 0.216 0.16 -0.16 -0.32 -0.522
S -2.117 -1.072 -0.117 -0.75 1.04 -0.05 0.585
H 2.317 -2.002 0.614 0.36 -1.57 0.68 0.037
H 2.971 -1.002 -0.832 0.89 -0.38 -0.40 0.056
H -3.245 0.824 -0.586 0.53 -0.98 0.39 -0.009
H -1.048 2.002 0.471 1.78 -1.12 -0.32 0.084
```
Positions in Å, forces in eV/Å.

## Properties
Maximum force (eV/A): 2.7
Multiplicity: 1
LUMO (spin up / spin down) (eV): -1.40 / -1.40
Structure (SMILES): C=C=C=N.N=S
Energy above the lowest of the compared OMol25 structures with the same formula, charge and spin (kcal/mol): 123.7

=====

[4]
The following is a DFT calculation (the ωB97M-V functional and the def2-TZVPD basis) of a single C3H4N2S molecule in a non-equilibrium geometry.

Geometry as XYZ:
```
10
Properties=species:S:1:pos:R:3:forces:R:3:lowdin_charge:R:1
C -0.069 1.484 -0.047 -0.04 1.13 -0.76 -0.130
C -0.037 -0.926 0.378 -0.18 2.41 3.40 -0.830
C 0.133 -2.236 -0.076 0.12 -0.96 -1.12 -0.252
H 0.716 1.790 0.629 0.22 -0.01 0.35 0.076
H -1.028 1.683 0.431 -0.03 -0.06 0.02 0.080
H 0.031 2.091 -0.973 -0.18 -0.40 0.61 0.103
H 0.138 -0.117 -1.404 0.08 0.41 0.11 0.152
N 0.071 0.120 -0.420 0.10 -1.38 -2.60 -0.091
N 0.295 -3.282 -0.518 0.00 -0.29 0.03 0.191
S -0.251 -0.607 2.000 -0.10 -0.84 -0.04 0.699
```
Positions in Å, forces in eV/Å.

## Properties
Maximum force (eV/A): 4.2
Multiplicity: 1
LUMO (eV): -0.55
Structure (SMILES): CNC(=S)C#N
Energy above the lowest of the compared OMol25 structures with the same formula, charge and spin (kcal/mol): 26.7

=====

[5]
The following is a DFT calculation (the ωB97M-V functional and the def2-TZVPD basis) of a single C3H4N2S molecule in a non-equilibrium geometry.

Geometry as XYZ:
```
10
Properties=species:S:1:pos:R:3:forces:R:3:lowdin_charge:R:1
C -0.173 0.384 2.552 0.57 0.30 1.15 -0.392
C -0.616 -0.124 1.341 0.78 1.05 -2.44 -0.257
C -0.353 -0.935 -1.175 -0.86 -2.29 0.18 -0.284
N 0.228 0.543 3.631 -0.29 0.15 -0.52 0.148
N 0.849 1.216 -1.208 -0.29 1.34 2.15 -0.300
S -0.146 0.484 -0.155 -0.04 -0.59 0.20 0.864
H -1.329 -1.543 -1.136 1.23 1.64 0.07 0.102
H 0.394 -1.642 -0.766 -0.18 0.36 -0.51 0.065
H -0.057 -0.567 -2.144 -0.24 -0.38 -0.35 0.030
H 1.201 2.185 -0.941 -0.68 -1.59 0.06 0.025
```
Positions in Å, forces in eV/Å.

## Properties
Maximum force (eV/A): 2.8
Multiplicity: 1
LUMO (spin up / spin down) (eV): -1.66 / -1.66
Structure (SMILES): [H]/N=S(/C)#CC#N
Energy above the lowest of the compared OMol25 structures with the same formula, charge and spin (kcal/mol): 140.5

=====

[6]
The following is a DFT calculation (the ωB97M-V functional and the def2-TZVPD basis) of C3H4N2S2 as an isolated structure in a non-equilibrium geometry.

Geometry as XYZ:
```
11
Properties=species:S:1:pos:R:3:forces:R:3:lowdin_charge:R:1
C 1.286 0.457 -0.285 -0.12 1.55 -0.10 -0.182
C 1.983 -0.508 0.346 -0.50 -0.37 -0.88 -0.395
C -0.080 0.140 -0.374 -0.59 0.61 0.40 -0.303
N -0.389 -1.029 0.077 -0.17 -1.45 0.18 -0.403
N -3.377 0.347 -0.981 -0.01 0.57 -0.12 -0.523
S 0.954 -1.840 0.577 -0.07 0.20 0.52 0.984
S -3.129 -0.784 -0.087 -0.77 -0.64 1.23 0.671
H 1.674 1.413 -0.606 0.18 -0.03 0.08 0.105
H 3.017 -0.440 0.525 1.07 -0.38 0.35 0.059
H -0.930 0.795 -0.586 0.58 0.01 -0.50 0.078
H -3.472 -0.457 1.356 0.39 -0.08 -1.15 -0.092
```
Positions in Å, forces in eV/Å.

## Properties
Maximum force (eV/A): 1.6
Multiplicity: 1
LUMO (eV): -0.32
Energy above the lowest of the compared OMol25 structures with the same formula, charge and spin (kcal/mol): 87.4

=====

[7]
The following is a DFT calculation (the ωB97M-V functional and the def2-TZVPD basis) of a 2-piece molecular cluster, C3H4N2S3 overall in a non-equilibrium geometry.

Geometry as XYZ:
```
12
Properties=species:S:1:pos:R:3:forces:R:3:lowdin_charge:R:1
C 0.050 -0.955 -2.041 3.83 -0.80 0.59 -0.159
C 1.345 1.854 0.474 -0.57 -1.67 -0.45 -1.490
C -1.410 -0.776 1.513 3.95 -0.35 0.80 -0.168
H -0.941 -1.275 -2.239 -0.77 -0.41 -0.46 0.042
H 1.018 -1.689 -2.414 -2.71 2.22 0.86 0.138
H -1.312 -1.933 1.841 -1.04 2.82 -0.79 0.075
H -2.720 -0.164 1.285 4.72 -1.71 0.69 0.191
N 0.150 0.066 -1.278 0.62 -0.14 -0.63 -0.401
N -0.020 -0.293 1.542 -8.04 -1.36 -0.97 -0.384
S 1.709 0.728 -0.874 -0.27 -0.03 -0.07 0.813
S 2.302 3.065 0.936 -0.15 -0.07 -0.29 0.614
S -0.172 1.371 1.255 0.44 1.49 0.71 0.729
```
Positions in Å, forces in eV/Å.

## Properties
Maximum force (eV/A): 8.2
Multiplicity: 1
LUMO (eV): -0.76
Energy above the lowest of the compared OMol25 structures with the same formula, charge and spin (kcal/mol): 128.1

=====

[8]
The following is a DFT calculation (the ωB97M-V functional and the def2-TZVPD basis) of C3H4N3 as an isolated structure in a non-equilibrium geometry.

Geometry as XYZ:
```
10
Properties=species:S:1:pos:R:3:forces:R:3:lowdin_charge:R:1
C 2.367 0.757 -1.282 -1.87 -0.66 0.90 0.220
C 2.732 -0.519 -0.990 0.66 -0.95 -0.69 -0.067
C -1.196 0.611 0.155 4.77 -2.52 1.93 0.336
N 1.594 -0.970 -0.496 -1.71 2.09 0.63 0.152
N 1.137 1.136 -1.148 2.00 2.54 -1.36 0.074
N 0.672 0.103 -0.583 -2.04 -1.82 1.11 -0.092
H 3.539 -1.191 -1.071 1.12 -0.05 -0.20 0.128
H -1.350 1.327 -0.582 -0.68 1.11 -1.33 0.033
H -1.527 -0.446 0.039 -0.38 1.23 0.55 0.092
H -0.642 1.005 1.106 -1.86 -0.98 -1.53 0.123
```
Positions in Å, forces in eV/Å.

## Properties
Maximum force (eV/A): 5.7
Multiplicity: 1
Charge: +1
LUMO (spin up / spin down) (eV): -8.41 / -8.41
Energy above the lowest of the compared OMol25 structures with the same formula, charge and spin (kcal/mol): 138.5

=====

[9]
The following is a DFT calculation (the ωB97M-V functional and the def2-TZVPD basis) of C3H4N3 as an isolated structure in a non-equilibrium geometry.

Geometry as XYZ:
```
10
Properties=species:S:1:pos:R:3:forces:R:3:lowdin_charge:R:1
C 2.507 0.622 -0.364 -2.67 0.26 -0.17 0.232
C 2.647 -0.490 0.420 3.33 0.27 0.15 -0.004
C -1.027 0.406 -0.022 1.23 0.51 -0.24 0.138
N 1.346 -0.637 0.569 0.09 -2.33 2.30 0.144
N 1.349 1.127 -0.672 1.68 0.82 -0.28 0.165
N 0.641 0.281 0.022 -3.89 1.63 -1.99 -0.148
H 3.604 -0.912 0.852 -1.95 -0.10 -0.49 0.176
H -1.354 0.476 0.988 0.40 0.69 1.15 0.063
H -1.319 1.380 -0.588 0.97 -2.18 0.67 0.138
H -1.499 -0.561 -0.257 0.81 0.42 -1.12 0.096
```
Positions in Å, forces in eV/Å.

## Properties
Maximum force (eV/A): 4.7
Multiplicity: 1
Charge: +1
LUMO (eV): -8.74
Energy above the lowest of the compared OMol25 structures with the same formula, charge and spin (kcal/mol): 106.5

=====

[10]
The following is a DFT calculation (the ωB97M-V functional and the def2-TZVPD basis) of a 2-piece molecular cluster, C3H4N3O2 overall in a non-equilibrium geometry.

Geometry as XYZ:
```
12
Properties=species:S:1:pos:R:3:forces:R:3:lowdin_charge:R:1
C 0.619 0.981 0.909 -0.81 2.96 0.14 -0.072
C 1.573 -0.939 -0.153 -0.64 2.09 -0.87 -0.388
C -0.744 -0.375 -0.325 -1.82 0.55 0.34 -0.286
N -0.566 0.799 0.331 -1.00 -2.10 -0.29 0.202
N 1.675 0.356 0.502 1.81 -2.04 0.31 0.211
N 0.239 -1.256 -0.538 1.07 2.80 1.49 0.272
O 2.497 -1.569 -0.475 1.20 -1.07 0.18 0.236
O -2.042 -0.726 -0.725 4.67 0.45 1.49 0.119
H 0.806 1.875 1.613 -0.71 -1.53 -1.06 0.200
H -3.530 -0.066 -0.890 -1.88 0.75 -0.43 0.132
H 2.620 0.612 0.860 -0.87 -0.41 -0.37 0.211
H 0.173 -2.209 -0.685 -1.01 -2.45 -0.93 0.163
```
Positions in Å, forces in eV/Å.

## Properties
<S²>: 2.0076
Maximum force (eV/A): 4.9
Multiplicity: 3
Charge: +1
LUMO (spin up / spin down) (eV): -5.99 / -9.02
Energy above the lowest of the compared OMol25 structures with the same formula, charge and spin (kcal/mol): 0.0

=====

[11]
The following is a DFT calculation (the ωB97M-V functional and the def2-TZVPD basis) of an isolated ion of composition C3H4N3O2S and charge -1 in a non-equilibrium geometry.

Geometry as XYZ:
```
13
Properties=species:S:1:pos:R:3:forces:R:3:lowdin_charge:R:1
C -0.522 -0.575 0.075 -2.51 -1.04 0.73 -0.506
C 1.071 1.343 0.444 0.96 0.82 -1.78 -0.113
C 1.522 -0.437 -1.085 -2.52 -1.93 -2.94 -0.061
N -1.696 -0.156 0.691 1.55 -0.05 -0.14 -0.083
N 0.586 0.190 -0.205 0.38 2.22 1.14 -0.058
N -2.000 1.055 1.271 2.31 0.59 -1.55 -0.682
O -0.505 -1.741 -0.346 -0.05 0.09 0.12 -0.025
O 2.004 2.026 0.010 -2.38 -1.81 1.46 -0.007
S -3.227 1.083 2.286 -1.30 -0.39 1.02 0.212
H 2.317 0.205 -1.058 2.72 0.63 -0.17 0.038
H 1.536 -1.512 -0.911 1.00 0.24 0.76 0.084
H 1.125 -0.510 -2.166 0.31 0.77 1.31 0.122
H -2.209 -0.973 0.995 -0.47 -0.14 0.05 0.081
```
Positions in Å, forces in eV/Å.

## Properties
Maximum force (eV/A): 4.3
Multiplicity: 1
Charge: -1
LUMO (spin up / spin down) (eV): 2.58 / 3.52
Energy above the lowest of the compared OMol25 structures with the same formula, charge and spin (kcal/mol): 74.6

=====

[12]
The following is a DFT calculation (the ωB97M-V functional and the def2-TZVPD basis) of an isolated ion of composition C3H4N3O2S and charge -1 in a non-equilibrium geometry.

Geometry as XYZ:
```
13
Properties=species:S:1:pos:R:3:forces:R:3:lowdin_charge:R:1
C -0.516 0.218 -1.532 0.28 -2.09 1.21 -0.013
C -1.409 -0.461 -0.782 1.83 2.26 -1.08 -0.603
C 0.965 -0.724 0.707 -2.00 -1.84 -0.64 -0.470
N 2.437 0.490 -0.630 1.82 0.16 -1.55 -0.038
N 1.471 -0.400 -0.582 -1.33 0.65 -0.26 -0.112
N 2.618 1.566 0.176 0.15 -0.11 0.11 -0.499
O 1.738 2.006 0.918 -0.72 0.05 0.36 -0.057
O 3.737 2.125 0.094 -0.67 -0.56 -0.13 -0.087
S -0.852 -1.375 0.630 0.98 0.60 0.11 0.755
H -0.331 0.553 -2.557 -0.53 0.31 0.73 0.029
H -2.474 -0.247 -0.810 -0.19 -0.56 -0.20 0.025
H 1.410 -1.647 1.054 0.50 -0.24 0.12 0.047
H 1.037 0.022 1.428 -0.10 1.36 1.21 0.022
```
Positions in Å, forces in eV/Å.

## Properties
Maximum force (eV/A): 3.1
Multiplicity: 1
Charge: -1
LUMO (spin up / spin down) (eV): 3.28 / 3.27
Energy above the lowest of the compared OMol25 structures with the same formula, charge and spin (kcal/mol): 184.5

=====

> Which value of maximum force does entry 10 give?

4.9 eV/A